Here is 2 unconnected molecules or ions with the total composition C3H3N3O3 in a non-equilibrium geometry from OMol25. Energies are from ωB97M-V/def2-TZVPD.

Structure (XYZ):
```
12
Properties=species:S:1:pos:R:3:nbo_charge:R:1
C 1.77 -0.35 -1.44 0.918
C 0.69 1.66 1.09 0.495
C -0.42 -0.56 -0.41 0.610
N 0.61 -0.45 -1.30 -0.625
N -0.17 -0.43 0.80 -0.324
N -1.18 -0.53 1.72 -0.624
O 2.85 -0.36 -1.76 -0.464
O 1.58 1.71 0.38 -0.537
O -1.61 -0.50 -1.02 -0.669
H -1.94 -0.08 1.25 0.352
H -1.32 0.03 -1.85 0.503
H -0.85 -0.14 2.55 0.367
```

Output
DFT total energy ... -506.0428 Eh
2S+1 ... 1
Energy above the lowest of the compared OMol25 structures with the same formula, charge and spin ... 81.4 kcal/mol
Highest occupied orbital energy ... -0.32945 Ha
Orbital gap ... 0.3460 hartree

Here is 2 unconnected molecules or ions with the total composition C3H3BrO in a non-equilibrium geometry from OMol25. Energies are from ωB97M-V/def2-TZVPD.

Structure (XYZ):
```
8
Properties=species:S:1:pos:R:3:nbo_charge:R:1
C -1.11 -1.63 1.19 -0.404
C -0.56 -0.64 0.78 -0.190
C 0.21 1.01 -0.51 0.169
O 0.85 0.32 -1.42 -0.642
Br 1.30 2.37 0.36 0.090
H -1.48 -2.58 1.49 0.229
H -0.89 1.07 -0.79 0.256
H 1.68 0.08 -1.08 0.492
```

Output
DFT total energy ... -2765.1706 Eh
2S+1 ... 1
Energy above the lowest of the compared OMol25 structures with the same formula, charge and spin ... 101.6 kcal/mol
Highest occupied orbital energy ... -0.35435 Ha
Orbital gap ... 0.3395 hartree

Here is 2 unconnected molecules or ions with the total composition C3H12N2O2 in a non-equilibrium geometry from OMol25. Energies are from ωB97M-V/def2-TZVPD.

Structure (XYZ):
```
19
Properties=species:S:1:pos:R:3:nbo_charge:R:1
N -0.39 1.53 -2.18 -0.844
C 0.28 0.26 -2.03 -0.049
N 0.38 -0.11 -0.58 -0.697
C -0.63 -1.04 -0.08 -0.247
C -0.09 -2.01 0.94 -0.074
O -0.09 -1.63 2.32 -0.718
H -1.31 1.55 -1.75 0.355
H 0.08 2.36 -1.84 0.364
H -0.47 -0.42 -2.40 0.172
H 1.23 0.16 -2.53 0.198
H 1.27 -0.31 -0.14 0.375
H -1.34 -0.45 0.50 0.167
H -1.21 -1.59 -0.84 0.199
H -0.79 -2.87 0.93 0.171
H 0.93 -2.30 0.67 0.173
H -0.62 -0.84 2.42 0.463
O 0.66 2.54 1.33 -0.962
H -0.28 2.59 1.58 0.467
H 0.79 1.77 0.76 0.486
```

Output
DFT total energy ... -381.4463 Eh
2S+1 ... 1
SMILES string ... NCNCCO.O
Energy above the lowest of the compared OMol25 structures with the same formula, charge and spin ... 43.0 kcal/mol
Highest occupied orbital energy ... -0.33075 Ha
Orbital gap ... 0.3583 hartree

Here is 2 unconnected molecules or ions with the total composition C3H11NS in a non-equilibrium geometry from OMol25. Energies are from ωB97M-V/def2-TZVPD.

Structure (XYZ):
```
16
Properties=species:S:1:pos:R:3:nbo_charge:R:1
C 1.08 -0.87 -0.76 -0.419
N 2.08 -0.73 0.33 -0.633
C 2.93 -1.88 0.55 -0.413
H 1.33 -0.23 -1.60 0.186
H 1.13 -1.88 -1.14 0.180
H 0.10 -0.75 -0.30 0.201
H 2.66 0.08 0.13 0.350
H 2.37 -2.81 0.45 0.191
H 3.30 -1.88 1.58 0.192
H 3.83 -1.95 -0.07 0.164
C -3.72 2.43 0.45 -0.716
S -2.70 1.00 -0.06 -0.054
H -3.07 3.17 0.90 0.213
H -4.28 2.79 -0.40 0.222
H -4.39 2.14 1.24 0.219
H -2.66 1.38 -1.32 0.116
```

Output
DFT total energy ... -573.7940 Eh
2S+1 ... 1
SMILES string ... CNC.CS
Energy above the lowest of the compared OMol25 structures with the same formula, charge and spin ... 23.6 kcal/mol
Highest occupied orbital energy ... -0.31312 Ha
Orbital gap ... 0.3512 hartree

Here is 3 unconnected molecules or ions with the total composition C23H53BrN2O12P2 in a non-equilibrium geometry from OMol25. Energies are from ωB97M-V/def2-TZVPD.

Structure (XYZ):
```
93
Properties=species:S:1:pos:R:3:mulliken_charge:R:1
C 3.26 -0.08 -0.60 -0.640
C 3.82 -0.15 -2.04 -0.740
C 4.41 1.21 -2.47 -1.115
C 3.25 2.07 -3.02 1.766
C 3.24 1.92 -4.57 -1.580
C 3.35 3.56 -2.72 -0.830
Br 3.83 3.97 -0.84 -0.233
O 2.29 4.34 -3.15 -0.496
C 0.98 3.94 -2.83 -0.138
C 0.26 3.09 -3.90 -0.427
N -1.17 3.34 -3.93 -0.281
C -1.97 2.34 -3.24 -0.696
C -2.01 0.97 -3.96 0.520
C -3.36 0.27 -3.71 -1.434
O -1.73 1.10 -5.34 -0.578
O 0.85 3.26 -1.59 0.075
N 0.17 4.07 -0.65 -0.078
O -0.35 3.40 0.16 -0.192
H 3.47 -1.02 -0.10 0.384
H 3.71 0.74 -0.05 0.291
H 2.18 0.04 -0.62 -0.164
H 4.62 -0.89 -2.03 0.516
H 3.03 -0.46 -2.73 0.362
H 5.19 1.01 -3.21 0.378
H 4.90 1.63 -1.59 0.410
H 2.33 1.62 -2.65 -0.303
H 2.27 1.61 -4.96 0.223
H 4.00 1.23 -4.92 0.474
H 3.46 2.89 -5.04 0.356
H 4.22 3.93 -3.26 0.632
H 0.39 4.86 -2.74 0.603
H 0.42 2.05 -3.64 -0.120
H 0.72 3.32 -4.86 0.428
H -1.41 4.27 -3.63 0.346
H -1.62 2.19 -2.21 0.097
H -2.99 2.73 -3.19 0.572
H -1.25 0.34 -3.49 0.142
H -3.90 0.20 -4.65 0.395
H -3.20 -0.72 -3.28 0.246
H -3.96 0.82 -2.99 0.379
H -1.07 0.43 -5.56 0.363
C 0.34 -7.02 -3.12 -0.939
C 0.46 -5.51 -3.24 -0.313
O -0.45 -4.82 -2.38 -0.329
P -0.20 -4.85 -0.79 0.995
O 1.15 -4.40 -0.46 -0.739
O -1.22 -3.69 -0.35 -0.379
C -0.77 -2.52 0.32 -0.602
C -0.47 -1.41 -0.66 -0.696
O -1.18 -6.04 -0.35 -0.306
C -0.73 -7.11 0.50 -0.140
C -0.03 -6.62 1.75 -1.150
H 0.73 -7.37 -2.17 0.162
H 0.90 -7.51 -3.91 0.417
H -0.71 -7.32 -3.19 0.274
H 1.49 -5.19 -3.03 0.284
H 0.21 -5.19 -4.25 0.316
H 0.10 -2.74 0.94 0.384
H -1.57 -2.22 0.99 0.307
H 0.23 -1.74 -1.44 0.308
H -0.04 -0.55 -0.15 0.361
H -1.38 -1.09 -1.16 0.216
H -0.08 -7.78 -0.07 0.229
H -1.62 -7.68 0.77 0.302
H 0.91 -6.13 1.51 0.345
H 0.19 -7.45 2.42 0.405
H -0.65 -5.90 2.28 0.280
C -4.50 1.92 4.21 -0.902
C -4.06 1.36 5.55 -0.308
O -2.71 0.91 5.54 -0.298
P -1.52 1.99 5.45 0.786
O -1.64 2.99 6.52 -0.782
O -0.29 1.03 5.84 -0.289
C 0.53 1.28 6.98 -0.286
C 0.03 0.52 8.19 -1.053
O -1.20 1.97 3.89 -0.063
C -1.11 3.20 3.12 0.089
C -0.19 4.22 3.76 -1.311
H -4.01 2.88 4.00 0.162
H -5.58 2.08 4.19 0.422
H -4.23 1.23 3.40 0.248
H -4.20 2.11 6.34 0.280
H -4.67 0.50 5.81 0.322
H 0.59 2.35 7.18 0.310
H 1.53 0.94 6.72 0.334
H -1.03 0.73 8.37 0.280
H 0.60 0.79 9.08 0.366
H 0.12 -0.56 8.03 0.275
H -2.11 3.62 2.98 0.213
H -0.73 2.92 2.15 0.139
H -0.59 4.59 4.70 0.425
H -0.05 5.07 3.10 0.417
H 0.79 3.77 3.97 0.316
```

Output
DFT total energy ... -5177.3102 Eh
2S+1 ... 1
SMILES string ... CCC[C@H](C)[C@H](Br)O[C@@H](CNC[C@@H](C)O)ON=O.CCOP(=O)(OCC)OCC.CCOP(=O)(OCC)OCC
Highest occupied orbital energy ... -0.33056 Ha
Orbital gap ... 0.3213 hartree

Here is 7 unconnected molecules or ions with the total composition C3H21NO6 in a non-equilibrium geometry from OMol25. Energies are from ωB97M-V/def2-TZVPD.

Structure (XYZ):
```
31
Properties=species:S:1:pos:R:3:nbo_charge:R:1
C -0.02 0.30 3.22 -0.623
C -0.63 1.62 2.80 -0.216
N -1.14 1.53 1.42 -0.650
C -1.91 2.74 0.95 -0.414
H 0.38 0.27 4.24 0.217
H 0.73 0.02 2.49 0.218
H -0.84 -0.42 3.22 0.206
H 0.04 2.50 2.77 0.185
H -1.44 1.89 3.52 0.161
H -1.83 0.79 1.40 0.369
H -1.22 3.34 0.36 0.196
H -2.76 2.42 0.38 0.204
H -2.21 3.28 1.84 0.179
O 0.18 -0.41 -3.48 -0.979
H 0.07 -0.23 -2.53 0.494
H 1.02 -0.88 -3.66 0.491
O 0.89 0.75 -0.21 -1.054
H 0.42 1.38 0.40 0.508
H 0.24 0.01 -0.06 0.503
O -1.42 -2.31 -2.39 -0.931
H -1.30 -1.90 -3.26 0.512
H -2.39 -2.42 -2.36 0.480
O -1.02 -1.30 -0.15 -1.037
H -1.15 -1.68 -1.06 0.492
H -0.32 -1.80 0.32 0.497
O 3.10 0.17 -1.75 -0.984
H 3.72 -0.06 -1.06 0.458
H 2.29 0.49 -1.28 0.506
O 1.51 -2.19 0.54 -0.972
H 2.06 -2.32 1.34 0.488
H 1.86 -1.50 -0.03 0.497
```

Output
DFT total energy ... -633.0776 Eh
2S+1 ... 1
SMILES string ... CCNC.O.O.O.O.O.O
Energy above the lowest of the compared OMol25 structures with the same formula, charge and spin ... 10.7 kcal/mol
Highest occupied orbital energy ... -0.34213 Ha
Orbital gap ... 0.3635 hartree

Here is a molecular structure, C3HBrI2O in a non-equilibrium geometry from OMol25. Energies are from ωB97M-V/def2-TZVPD.

Structure (XYZ):
```
8
Properties=species:S:1:pos:R:3:nbo_charge:R:1
C 0.51 1.36 0.17 0.713
C -0.28 0.76 1.03 -0.724
C 0.80 -1.12 -0.94 -0.444
O 1.29 1.93 -0.47 -0.413
Br 0.87 -2.68 0.03 0.129
I -2.38 0.89 0.65 0.201
I -0.92 -1.00 -2.04 0.250
H 0.11 -0.14 1.57 0.287
```

Output
DFT total energy ... -3359.3889 Eh
2S+1 ... 1
Energy above the lowest of the compared OMol25 structures with the same formula, charge and spin ... 67.5 kcal/mol
Highest occupied orbital energy (alpha / beta) ... -0.32701 / -0.32705 Ha
Orbital gap (alpha / beta) ... 0.2794 / 0.2795 hartree